[1]
Density functional theory data (wB97M-V/def2-TZVPD) for C43H35BrF3N7O4SW as an isolated structure at a distorted geometry.

Last column: Löwdin charge in e.
Geometry (Å):
H -2.2376 -5.7743 0.7545  0.085
C 0.2410 -2.9734 0.0019  -0.076
C -5.5918 -6.1397 1.2890  -0.067
C -6.0998 -5.0605 0.5939  0.007
C -1.1105 1.6846 4.2931  -0.133
C -0.5627 1.0781 3.1404  -0.230
F 3.3900 2.6367 0.5021  0.165
C -4.2630 -2.7033 -1.2351  -0.277
C -4.2153 -6.3900 1.3451  -0.067
H -0.3201 -5.6249 2.0046  0.139
N -0.4132 -2.0045 0.6508  -0.141
C -2.3983 1.7065 1.8479  -0.257
C -0.1831 -5.2569 -5.0805  -0.090
N -5.4232 -3.1153 -0.8484  0.209
C -4.6577 -0.1363 -3.9234  -0.656
N 1.0908 -0.4548 -1.4469  -0.126
S 1.4948 -0.1380 1.8017  0.821
H -3.8637 -7.2589 1.8855  0.110
H 1.8881 -6.2796 -1.9234  0.116
H -1.6392 -1.5639 2.2663  0.118
H -6.2683 -6.8112 1.7998  0.112
H -3.9473 2.8086 2.8342  0.130
C 2.4396 -0.4110 -1.3261  -0.133
H 0.9523 -1.4812 -4.6429  0.130
H 2.3994 0.0726 4.4788  0.120
H 1.7102 -5.8995 0.3385  0.127
H 2.8452 -0.1336 -0.3652  0.067
H 3.1871 -1.7290 -5.6172  0.090
W -0.1602 0.2097 0.1724  1.592
H -1.2926 2.0935 -4.0607  0.113
C -0.3845 1.6822 5.5041  0.009
C -3.8132 -4.4807 0.0233  -0.178
C -1.0903 -2.3527 1.7653  -0.131
C 0.3057 -5.1145 -2.7518  -0.253
H -2.3529 -3.4239 -3.5636  0.107
H -2.6076 -1.5870 -0.1820  0.096
H 4.2946 -0.4974 -4.9954  0.107
C 0.7212 0.5050 3.2460  -0.531
N -1.2273 1.0600 1.9302  -0.012
O -1.7162 1.2547 -2.2000  -0.168
C -3.6014 0.7293 -3.6605  -0.037
H 1.4000 1.0908 6.5064  0.125
O 0.0785 2.1746 -0.2054  -0.185
Br -5.7802 0.2235 -5.3955  0.825
H -2.3154 -3.5927 -1.1723  0.106
C -5.1925 -4.2283 -0.0560  -0.208
H -2.3344 3.0809 -2.9936  0.114
C -2.7662 0.4724 -2.5863  -0.236
C 3.2995 -0.7128 -2.3515  0.027
H 4.3651 -0.6414 -2.1795  0.140
C -1.0766 -3.6283 2.2765  -0.010
H 4.4476 -2.1503 -4.4388  0.101
C 1.4079 0.5051 4.4359  -0.063
N -0.7729 -4.3272 -2.5932  0.125
H -2.8237 2.7668 5.0435  0.139
N -3.2047 -3.4560 -0.7020  0.147
H 1.4870 -6.2529 -4.1516  0.120
C -2.9963 -0.6490 -1.8017  -0.185
C -1.4797 -4.0586 -3.6858  -0.196
H 0.7922 -2.7008 -0.8767  0.105
C -0.3647 -4.6167 1.6118  -0.001
H -0.8211 2.1698 6.3661  0.131
H -0.6035 2.8961 -2.6417  0.082
C 0.6145 -0.8526 -2.6440  -0.100
N -1.2404 -4.4688 -4.9202  0.104
C 0.8452 1.0910 5.5787  -0.031
C -2.3723 2.3003 4.1770  0.053
C 0.2786 -4.3003 0.4210  -0.176
H -3.8005 2.6297 0.5398  0.106
H -3.4658 1.5982 -4.2866  0.109
O 1.7553 2.2955 -1.7107  0.150
C -2.9925 2.3196 2.9625  0.018
O -2.1872 -0.8565 -0.6817  -0.090
C -1.4817 2.4022 -3.0318  -0.015
F 2.3051 4.4809 0.2145  0.201
H -1.6103 -3.8470 3.1905  0.133
H 0.0075 -5.6124 -6.0864  0.123
C 1.0788 -5.2974 -0.3063  -0.015
C 2.1764 3.1909 0.4701  -0.561
C -4.0396 -1.5234 -2.0748  -0.087
C 3.7229 -1.3900 -4.7338  -0.012
C 2.8024 -1.0883 -3.6017  -0.214
C 1.4152 -1.1709 -3.7150  0.024
H -3.7161 0.8857 0.3688  0.102
C 1.2950 2.4754 -0.6177  -0.511
F 1.6324 3.0838 1.6965  0.134
H -2.4224 1.9133 -0.2878  0.054
H -7.1616 -4.8649 0.5333  0.122
H -5.7003 -1.9325 -3.3595  0.126
C 1.1469 -5.5494 -1.6203  -0.007
C -4.8886 -1.2524 -3.1448  -0.045
H -0.4585 -0.9461 -2.7303  0.107
C 0.6291 -5.6092 -4.0149  0.012
C -3.2989 -5.5661 0.7172  -0.026
C -3.1183 1.7822 0.5377  0.002

The multiplicity is 3. The total charge is +2. The electronic energy is -5682.37069 Ha. The HOMO-LUMO gap (spin up / spin down) comes out at 5.844 / 6.340 eV. For the energy above the lowest of the compared OMol25 structures with the same formula, charge and spin, the calculation gives 0.0 kcal/mol.

=====

[2]
Density functional theory data (wB97M-V/def2-TZVPD) for H4N2O2S in the gas phase at a distorted geometry.

Last column: Löwdin charge in e.
Geometry (Å):
H -0.0126 -1.3044 -0.6054  0.029
H -0.6243 0.9117 -0.9918  -0.025
S 1.2011 0.2553 0.1927  0.925
H 0.4316 -1.8664 0.7276  0.054
O 1.0838 0.8382 -1.1177  -0.491
H -0.8677 1.3219 1.4626  0.113
N 0.8347 -1.3687 -0.0600  -0.213
N -0.7334 0.4491 0.7895  -0.234
O -1.3132 0.7634 -0.3974  -0.158

The total charge is 0. The electronic energy is -660.45127 Ha. The HOMO-LUMO gap comes out at 9.764 eV. For the energy above the lowest of the compared OMol25 structures with the same formula, charge and spin, the calculation gives 77.3 kcal/mol.

=====

[3]
Density functional theory data (wB97M-V/def2-TZVPD) for C5H5NO in the gas phase at a distorted geometry.

Last column: Löwdin charge in e.
Geometry (Å):
H -0.3836 -0.8848 1.6198  0.138
C 0.4693 -0.3537 1.1812  -0.248
H -1.6847 -1.4316 -2.7794  0.038
H 0.8688 0.3420 1.9357  0.128
C -0.7443 -0.3292 -1.0291  -0.098
C -1.2554 -0.9156 -1.9477  0.148
C 0.0342 0.4423 -0.0503  -0.317
N -1.0929 2.7226 0.6276  0.165
C -0.6435 1.7023 0.3206  -0.173
H 1.1044 0.6040 -0.5433  0.182
H 1.8833 -0.6666 -0.0177  0.100
O 1.4444 -1.2316 0.6826  -0.064

As for the SMILES: C#C[C@@H](C#N)CO. The total charge is 0. The electronic energy is -323.40550 Ha. The HOMO-LUMO gap comes out at 11.142 eV. For the energy above the lowest of the compared OMol25 structures with the same formula, charge and spin, the calculation gives 71.7 kcal/mol.

=====

[4]
Density functional theory data (wB97M-V/def2-TZVPD) for a 14-piece molecular cluster, C17H6BrCl52IN overall at a distorted geometry.

Last column: Löwdin charge in e.
Geometry (Å):
Cl 6.8901 0.2636 -1.6232  0.581
Cl -4.7643 2.4954 -4.0013  0.547
Cl 6.1480 -2.7798 8.1987  0.516
Br -1.6072 -2.4644 0.7477  0.784
C 4.3546 -1.4188 4.0420  -2.005
Cl 5.3314 -6.0250 2.4388  0.469
Cl 0.3343 7.0976 -3.9027  0.513
H -0.2709 -1.4102 -1.6692  0.133
Cl 5.1714 -0.0002 4.6903  0.519
Cl 3.2699 -0.9179 2.7297  0.487
Cl -0.0653 -1.7290 5.6020  0.506
Cl -9.2917 4.3210 -1.6121  0.517
Cl -1.5064 8.2737 -5.7772  0.542
Cl -7.1934 -2.9533 -5.6417  0.536
C 2.2079 -3.0287 -0.3377  -0.203
Cl -2.7315 1.3280 -5.6853  0.543
Cl -12.0558 3.7262 -2.1845  0.532
Cl 5.6802 -5.1600 9.7627  0.546
C -3.1655 1.7633 -4.0309  -2.027
C 5.6424 -0.9645 -1.7648  -2.005
I 1.5105 -4.5868 2.1921  0.959
H 1.1489 -2.0868 1.1734  0.051
C -10.4979 4.1540 -2.8936  -2.061
C 5.3066 -4.3325 8.2522  -2.055
C 1.1657 -3.0810 0.7546  -0.837
N 1.6399 -1.9684 -1.1646  0.122
C 6.3599 2.6806 7.7683  -2.054
C -1.3290 7.0730 -4.4971  -2.045
Cl 6.7941 2.2415 6.1095  0.484
Cl -1.8775 -3.5986 4.3671  0.498
Cl 1.0675 1.7266 3.4334  0.509
Cl -10.7141 3.0660 -9.8663  0.538
C -1.7173 -1.9687 5.0311  -2.050
Cl 5.9433 -1.9717 -3.1772  0.568
Cl 4.0642 -0.1463 -1.9578  0.512
Cl -1.9945 2.9252 -3.4052  0.456
Cl 3.3256 3.4173 -2.8153  0.548
Cl 4.6486 3.1123 7.8259  0.526
Cl 7.9554 -4.8318 2.6172  0.513
Cl 5.8228 -5.3260 6.8837  0.501
Cl -11.4425 3.1847 -7.0744  0.509
Cl -8.2044 -0.2574 -5.8473  0.476
Cl -2.8534 -1.7601 6.3598  0.558
Cl 3.5643 -4.0537 8.1443  0.502
C -7.3618 -1.4081 -4.8045  -2.033
Cl 7.3360 4.0538 8.2852  0.543
Cl 7.3224 -7.1731 4.1812  0.532
Cl -2.0525 -0.7764 3.7677  0.486
Cl 0.6247 3.9208 -1.9544  0.505
C 7.0587 -6.3561 2.6409  -2.050
H -0.1697 -4.1349 -0.6196  0.117
Cl -9.3462 1.4243 -7.9231  0.473
Cl -2.4333 7.4510 -3.1727  0.533
Cl -5.7595 -0.7679 -4.4089  0.476
Cl -10.6462 5.6822 -3.7659  0.526
Cl 1.0230 4.1366 1.8541  0.539
H 2.0147 -3.9233 -0.9208  0.132
C 2.0248 2.7896 2.3961  -2.041
Cl -9.9948 2.8874 -4.0162  0.488
C -0.0551 -3.1640 -0.1797  -0.654
Cl -12.0828 0.8458 -8.6366  0.539
Cl 1.2066 3.3969 -4.7478  0.551
Cl -3.1341 0.3045 -3.0043  0.472
H 2.1969 -1.2757 -1.6794  0.044
C -10.9033 2.1324 -8.3816  -2.044
Cl 6.6582 1.3049 8.8334  0.527
Cl -8.2822 -1.6388 -3.3166  0.537
Cl -1.7159 5.4665 -5.1340  0.479
Cl 1.4219 1.2622 -2.8093  0.465
Cl 3.4076 3.4064 3.2964  0.546
Cl 7.6183 -7.3848 1.3227  0.543
Cl 2.6067 1.8744 0.9886  0.461
Cl 5.6385 -1.9611 -0.3060  0.553
H 3.2504 -3.0383 -0.0997  0.068
C 1.6320 3.0155 -3.0909  -2.017
C 0.3889 -2.0584 -1.1289  -0.053
Cl 5.5462 -2.5612 3.4169  0.496
Cl 3.4264 -2.1989 5.3191  0.501

The total charge is +1. The electronic energy is -27507.39510 Ha. The HOMO-LUMO gap comes out at 8.035 eV.

=====

[5]
Density functional theory data (wB97M-V/def2-TZVPD) for a 8-piece molecular cluster, C22H64N8O10 overall at a distorted geometry.

Last column: Löwdin charge in e.
Geometry (Å):
N 3.2216 -0.3111 -2.5347  0.158
H 3.2649 -0.4659 -0.1012  0.063
H 0.1160 -0.2202 -3.1187  0.076
N 4.1889 -0.6106 -0.4744  0.157
O 2.1452 3.9040 -4.2438  -0.188
C 3.3605 0.6777 3.1880  -0.057
H -1.8290 -0.4126 5.8494  0.114
C 1.8770 2.2241 4.6107  -0.207
C -2.8079 2.7261 -2.3890  -0.237
H -5.0452 -5.4770 -5.2276  0.079
C -0.0678 -1.0191 -2.4045  -0.052
H 2.5897 2.4046 -1.8714  0.096
H 2.5630 5.3866 -1.5047  0.083
H -2.5319 1.4887 -3.8666  0.084
O 0.0264 -1.3188 1.3574  -0.287
C 2.0243 2.5855 6.9273  -0.096
N 4.3271 3.3172 -1.2353  0.052
C -2.8243 1.9164 -1.0998  -0.254
N 0.8105 0.4889 -0.7091  0.066
H 3.8891 2.8139 -3.9969  0.124
O -1.6291 1.5001 3.5415  0.001
H -0.9415 -4.4245 -5.3973  0.084
H 1.2340 -2.0479 -0.2161  0.128
H 1.7091 0.1311 4.3245  0.119
C -0.9440 -1.0227 6.0178  -0.229
H 1.4300 3.4587 6.6482  0.084
C 4.3694 -0.5550 -1.8215  -0.687
H -4.6194 -2.4373 -5.0706  0.066
N -3.8758 0.9378 3.5077  0.156
H -3.0782 -0.8411 2.0118  0.102
H -3.4278 3.2284 0.2907  0.092
C -3.1260 -4.2495 -3.6721  -0.202
H -3.3455 -4.3352 -5.7806  0.120
N 1.0431 1.1032 2.5891  0.060
H 0.7326 -1.7580 -2.5047  0.075
C 2.1248 4.3906 -1.3777  -0.055
H 3.2683 -0.3857 -3.5314  0.099
H -2.6322 3.7991 -2.3218  0.124
H 0.1835 1.5700 2.8948  0.038
C -4.9446 -5.6781 -4.1544  -0.122
H -0.0622 -2.2115 3.1646  0.070
H 0.5719 3.0741 -5.1192  0.094
H 0.4524 -3.1355 6.1913  0.077
H -1.8726 -2.4077 4.7360  0.106
C 0.6017 -2.2517 2.3052  -0.028
H -1.3900 -0.3900 2.0030  0.068
H 0.2737 -1.4602 7.4167  0.073
H 0.8010 2.3663 4.7695  0.113
O 2.6791 2.0716 5.7701  -0.179
H -0.9053 -2.7784 -4.6482  0.060
H 1.2215 4.4498 -1.9937  0.065
H 4.7341 2.4124 -1.4569  0.062
C -0.1712 -0.6119 -0.9249  -0.395
H 3.2242 -0.1511 2.4935  0.045
C -2.8969 -3.6483 -5.0536  -0.454
H 4.8958 -1.1096 0.0309  0.103
H 1.8476 4.2026 -0.3455  0.075
H 4.9706 4.0416 -1.5378  0.070
H 0.6587 -3.2748 1.9358  0.100
O -3.7776 2.5017 -0.2299  -0.060
H -3.1544 0.9159 -1.3740  0.119
H 3.8205 1.4909 2.6271  0.088
O -1.9939 2.1403 -3.4097  -0.080
H -1.2992 -3.0367 -6.3402  0.079
H -3.5181 -2.1999 -6.2429  0.067
H 0.8333 0.8218 0.2562  0.055
H -1.8057 1.8735 -0.7074  0.106
C -1.2655 -2.4821 5.6433  -0.252
H -4.5895 0.5626 2.9086  0.092
H 0.7911 2.6306 -3.4013  0.058
O 5.4965 -0.6755 -2.3053  0.000
H 2.1921 3.1572 4.1287  0.136
H 1.5960 -1.8408 2.4842  0.087
H -4.2957 1.4395 4.2677  0.103
H -2.8494 -3.5014 -2.9273  0.123
C 1.2930 2.7702 -4.3647  -0.096
H 2.4020 -0.0373 -1.9885  0.036
O -0.5396 -0.9453 7.3906  -0.054
O -0.1574 -3.3589 5.4801  -0.058
C -2.5699 0.8235 3.1244  -0.656
H 1.4026 1.7833 7.3329  0.083
H -4.2054 -6.4902 -4.1129  0.090
C -1.4225 -3.4460 -5.3334  -0.056
C 3.0788 3.3779 -2.0026  -0.459
H 2.7225 2.9230 7.6924  0.082
N -2.3644 -0.1739 2.2266  0.179
H -0.1916 -0.6681 5.3023  0.103
H -1.9276 -2.8805 6.4179  0.119
H -0.3197 -2.6920 -0.1295  0.135
H 1.8440 1.8533 -4.5943  0.083
O -4.4795 -4.5776 -3.4190  -0.181
H -0.9740 -1.5701 -2.6652  0.061
C 3.3041 3.6015 -3.5024  -0.219
H -1.1903 -0.2640 -0.7386  0.105
H 0.5299 1.2640 -1.3023  0.062
H -5.9005 -6.0670 -3.8144  0.088
H 3.9972 4.4517 -3.5701  0.124
H 4.0351 0.2790 3.9480  0.081
C 0.2027 -1.7350 0.0026  -0.189
H 0.7886 0.1708 2.2625  0.022
N -3.6243 -2.3728 -5.2483  0.039
C 1.9840 1.0054 3.7099  -0.441
H -3.8344 2.6695 -2.7731  0.119
H -2.5266 -5.1621 -3.5788  0.125

As for the SMILES: COC[C@H](C)N.COC[C@H](C)N.COC[C@H](C)N.COC[C@H](C)N.NC(N)=O.NC(N)=O.OCCO.OCCO. The total charge is 0. The electronic energy is -2067.00460 Ha. The HOMO-LUMO gap comes out at 8.972 eV. For the energy above the lowest of the compared OMol25 structures with the same formula, charge and spin, the calculation gives 123.2 kcal/mol.

=====

[6]
Density functional theory data (wB97M-V/def2-TZVPD) for a 2-piece molecular cluster, H4OS2 overall at a distorted geometry.

Last column: Löwdin charge in e.
Geometry (Å):
H -0.6778 3.0997 1.7616  0.046
S 0.3224 -1.5114 -2.4671  0.206
H 0.4205 -0.5571 -1.5172  -0.207
H 0.2180 -3.8119 -1.2962  -0.208
S -0.7941 -2.9324 -1.4527  0.209
H 0.2547 2.5925 2.9008  0.046
O 0.2562 3.1207 2.0707  -0.092

As for the SMILES: SS.O. The total charge is 0. The electronic energy is -873.99427 Ha. The HOMO-LUMO gap comes out at 9.744 eV. For the energy above the lowest of the compared OMol25 structures with the same formula, charge and spin, the calculation gives 4.2 kcal/mol.

=====

[7]
Density functional theory data (wB97M-V/def2-TZVPD) for C6H11N in the gas phase at a distorted geometry.

Last column: Löwdin charge in e.
Geometry (Å):
H 0.0786 2.0944 -1.1013  0.072
C 0.8478 0.2907 -1.0140  -0.179
H 1.5977 -1.4805 1.6650  0.100
C 0.6771 0.2621 2.2236  0.000
C 0.6396 -0.9665 1.7099  -0.188
H -0.2123 -2.3407 0.3647  0.103
H -1.3970 0.0865 -2.4511  0.079
C -0.2777 -0.3811 -0.6386  -0.308
H -2.2894 -0.9641 -1.2323  0.074
H 1.8155 -0.1475 -0.7837  0.108
C -1.5461 -0.1941 -1.4049  -0.087
H 1.4640 0.5929 2.8891  0.052
H -1.4051 -1.1244 0.7746  0.110
N 0.9007 1.6313 -1.4913  0.027
H -2.0500 0.7749 -1.1702  0.081
H -0.0988 0.9842 1.9962  0.066
H 1.5812 2.1688 -0.9589  0.074
C -0.3258 -1.2871 0.6232  -0.182

As for the SMILES: C=CC/C(C)=C/N. The total charge is 0. The electronic energy is -289.86661 Ha. The HOMO-LUMO gap comes out at 8.464 eV. For the energy above the lowest of the compared OMol25 structures with the same formula, charge and spin, the calculation gives 65.9 kcal/mol.

=====

[8]
Density functional theory data (wB97M-V/def2-TZVPD) for C4H5N3 in the gas phase at a distorted geometry.

Last column: Löwdin charge in e.
Geometry (Å):
C -1.2334 1.0848 0.0397  -0.229
N 2.7296 -1.4306 0.4482  0.163
H 0.5791 1.3765 1.1614  0.166
H -1.8009 1.9320 0.4013  0.108
C 0.6095 -0.1503 -0.4009  -0.329
N -1.6793 0.0376 -0.5788  0.026
H -0.7826 -1.8112 -1.1336  0.092
H -0.3728 -0.4081 1.0949  0.212
C -0.6965 -0.9325 -0.5028  -0.187
N 0.0070 0.6967 0.6620  -0.006
C 1.7859 -0.8711 0.0833  -0.166
H 0.8544 0.4762 -1.2748  0.151

The total charge is 0. The electronic energy is -319.54602 Ha. The HOMO-LUMO gap comes out at 8.900 eV. For the energy above the lowest of the compared OMol25 structures with the same formula, charge and spin, the calculation gives 104.3 kcal/mol.